C3H9NO2S | the ωB97M-V functional and the def2-TZVPD basis

Geometry (Å):
1 C 0.63245 1.52072 1.17053
2 C -1.53896 -1.05391 0.07878
3 C -1.73350 0.43463 -0.08762
4 N 0.38990 1.10372 -1.55287
5 O 2.75105 -1.17636 -0.18708
6 O -0.10248 -1.19088 -0.05918
7 S 0.11540 0.59175 -0.16365
8 H 1.74270 1.57866 1.18103
9 H 0.25076 0.90808 2.08591
10 H -1.72564 -1.41718 1.21033
11 H -1.99715 -1.70385 -0.62038
12 H -1.96673 1.03879 0.82432
13 H -2.03485 0.85098 -1.00747
14 H 1.32805 1.07676 -2.03810
15 H 3.28000 -2.03362 0.04629
16 H 1.96673 -1.62063 -0.44314

Energy above the lowest of the compared OMol25 structures with the same formula, charge and spin = 633.8 kJ/mol
Kohn-Sham gap = 9.28 eV

Atomic partial charges in e from the natural (NBO) method, atoms 1 to 8:
1 C -0.92
2 C -0.10
3 C -0.59
4 N -1.14
5 O -0.94
6 O -0.73
7 S 1.74
8 H 0.23